(1)
16
Properties=species:S:1:pos:R:3 method="wB97M-V/def2-TZVPD" homo_lumo_gap_ev="7.5 / 8.6" e_above_lowest_kcal_mol=124.15 homo_ev="-8.08 / -8.74" lumo_ev="-0.5 / -0.1"
C 1.3580 -0.3739 0.9657
C -1.1307 0.4510 1.0314
C 0.1735 0.4947 0.2329
C 0.2621 -0.1412 -1.0656
N -2.2021 -0.0113 0.3406
C 0.7060 -0.9574 -1.9729
N 0.6148 1.6426 -0.3756
O -1.1809 0.9586 2.1305
H -3.0839 -0.0615 0.8225
H -2.1171 -0.2619 -0.6307
H -0.0023 2.4094 -0.1172
H 1.3790 0.1292 1.9309
H 1.0828 -1.4234 1.0552
H 2.3035 -0.2015 0.4597
H 0.1147 -1.7257 -2.4571
H 1.7224 -0.9278 -2.3504

(2)
18
Properties=species:S:1:pos:R:3 method="wB97M-V/def2-TZVPD" homo_lumo_gap_ev=8.9 e_above_lowest_kcal_mol=28.24 homo_ev=-8.24 lumo_ev=0.6
N 0.8459 1.4973 -1.5511
C -0.4914 1.8369 -1.0694
C -0.7430 1.5724 0.4109
S -0.7897 -0.1381 1.1837
S -0.1734 -1.6979 -0.1044
C -0.9519 -1.5072 -1.6694
H 1.5503 1.7639 -0.8606
H 1.0887 0.5853 -1.8800
H -0.5739 2.9333 -1.2140
H -1.1680 1.4673 -1.8469
H -0.0364 2.1875 1.0510
H -1.8116 1.8881 0.7525
H -0.9734 -0.4294 -1.9160
H -0.3600 -2.0134 -2.5516
H -1.9865 -1.7682 -1.8720
H 2.6097 0.3593 2.5621
H 2.4848 -0.6658 1.3686
O 2.7664 0.2158 1.6278

(3)
116
Properties=species:S:1:pos:R:3 method="wB97M-V/def2-TZVPD" s_squared=0.763 homo_lumo_gap_ev="6.3 / 4.5" total_charge=+1 homo_ev="-8.96 / -8.92" multiplicity=2 lumo_ev="-2.6 / -4.4"
Tc 0.3067 -0.2275 -0.3085
Cl 5.0580 3.5389 -1.6143
C 4.0698 3.5267 -0.2048
C 3.0531 2.6021 -0.0963
C 2.2874 2.5960 1.0404
Cl 1.0667 1.3854 1.2816
C 2.4734 3.5282 2.0662
Cl 1.4481 3.5338 3.4448
C 3.5034 4.4565 1.9456
Cl 3.7631 5.5987 3.2030
C 4.3246 4.4510 0.8149
Cl 5.6190 5.5739 0.7046
N 7.4186 -2.7367 3.6236
C 6.1567 -2.8140 3.1072
C 5.1709 -1.8894 3.4833
C 3.9182 -1.9321 2.9073
C 3.6378 -2.8924 1.9543
C 4.5954 -3.8114 1.5631
C 5.8458 -3.7783 2.1390
S 2.0323 -2.9746 1.2228
O 1.0122 -2.9730 2.2372
O 1.9554 -4.0315 0.2489
N 1.8011 -1.5322 0.4239
C 2.6926 -1.1664 -0.4830
N 3.8759 -1.7548 -0.6400
C 4.6393 -1.2984 -1.6109
C 4.2563 -0.2533 -2.4484
C 3.0170 0.3117 -2.2079
N 2.2356 -0.1307 -1.2389
H 7.5535 -2.2022 4.4657
H 8.0185 -3.5359 3.5084
H 5.4047 -1.1437 4.2298
H 3.1508 -1.2270 3.1917
H 4.3348 -4.5328 0.8071
H 6.5982 -4.4958 1.8453
H 5.5918 -1.7979 -1.7243
H 4.8899 0.0970 -3.2432
H 2.6352 1.1282 -2.8053
N -0.6290 1.3326 -1.4409
S 0.1511 2.5480 -2.1680
C -1.1007 3.8668 -2.1470
C -1.9356 3.9454 -1.0474
C -2.9234 4.9156 -1.0186
C -3.0467 5.8140 -2.0659
C -2.1814 5.7442 -3.1462
C -1.2040 4.7649 -3.1942
C -0.0004 2.1771 -3.9519
C 1.1262 2.1957 -4.7565
C 1.0211 1.8229 -6.0881
C -0.2050 1.4419 -6.6092
C -1.3341 1.4573 -5.8056
C -1.2361 1.8202 -4.4745
H -1.5536 1.2068 -1.8450
H -1.8055 3.2468 -0.2371
H -3.5967 4.9763 -0.1780
H -3.8180 6.5681 -2.0462
H -2.2667 6.4477 -3.9587
H -0.5439 4.6930 -4.0446
H 2.0773 2.5177 -4.3612
H 1.8947 1.8445 -6.7192
H -0.2857 1.1523 -7.6460
H -2.2979 1.2020 -6.2175
H -2.1198 1.8369 -3.8537
N 0.0578 -5.1765 -5.7928
C 0.0354 -4.4503 -4.9067
C 0.0010 -3.5194 -3.8452
C -0.0824 -3.9040 -2.5035
C -0.0910 -2.9356 -1.5236
N -0.0474 -1.6149 -1.7766
C 0.0254 -1.2568 -3.0742
C 0.0557 -2.1463 -4.1180
H -0.1234 -4.9456 -2.2267
H -0.0923 -3.2266 -0.4851
H 0.0683 -0.1974 -3.2778
H 0.1260 -1.7880 -5.1339
C -4.1768 -2.0522 0.0126
C -3.4970 -2.2912 1.3601
C -2.5422 -3.4627 1.1562
C -4.5569 -2.6181 2.4060
P -2.4404 -0.7462 1.7988
N -1.2662 -0.5897 0.7477
C -1.7757 -0.8984 3.6103
C -1.4054 -2.3396 3.9453
C -0.4799 -0.0968 3.6799
C -2.7935 -0.4021 4.6329
C -3.4921 0.8707 1.5962
C -3.7378 1.0598 0.0967
C -2.5863 2.0105 2.0632
C -4.8327 0.9385 2.3187
H -4.5408 -3.0034 -0.3733
H -3.4663 -1.6470 -0.7054
H -5.0362 -1.3965 0.1040
H -3.0885 -4.3081 0.7402
H -2.0641 -3.7952 2.0664
H -1.7694 -3.1641 0.4566
H -5.1973 -3.4098 2.0194
H -5.1853 -1.7617 2.6283
H -4.1228 -2.9793 3.3317
H -0.7114 -2.7354 3.2095
H -2.2704 -2.9870 4.0482
H -0.8871 -2.3435 4.9037
H 0.2450 -0.5501 3.0063
H -0.0847 -0.1379 4.6941
H -0.6177 0.9451 3.4160
H -3.7499 -0.9017 4.5072
H -2.9371 0.6728 4.5825
H -2.4286 -0.6355 5.6326
H -2.8664 0.7287 -0.4635
H -3.9257 2.1101 -0.1168
H -4.6077 0.5114 -0.2442
H -1.6113 1.9181 1.5860
H -2.4583 2.0073 3.1404
H -3.0242 2.9696 1.7942
H -5.5262 0.1871 1.9522
H -5.2757 1.9145 2.1166
H -4.7401 0.8356 3.3935

(4)
49
Properties=species:S:1:pos:R:3 method="wB97M-V/def2-TZVPD" homo_lumo_gap_ev=8.7 e_above_lowest_kcal_mol=71.73 homo_ev=-7.96 lumo_ev=0.7
C -0.9632 -2.0183 3.4649
C -1.4299 -1.1076 2.6256
C -2.7517 -1.2612 1.9393
H -3.2415 -2.1866 2.2305
H -2.6115 -1.2634 0.8579
H -3.4047 -0.4251 2.1891
C -0.6573 0.1408 2.2629
C -0.2204 0.9534 3.4835
C 0.6035 2.1261 3.0601
C 1.2980 2.1739 1.9187
C 1.3274 1.0304 1.0143
N 2.0107 1.1692 -0.0558
N 2.1393 0.1679 -0.9448
C 2.5348 0.3938 -2.2310
O 3.0213 1.4188 -2.6375
C 2.3398 -0.8404 -3.1251
N 1.4037 -1.8007 -2.5845
C 0.0385 -1.5956 -2.4178
C -0.7364 -2.6925 -2.0443
C -2.0789 -2.5677 -1.7400
C -2.6805 -1.3260 -1.8010
C -1.9358 -0.2210 -2.1831
C -0.5918 -0.3356 -2.5040
O 0.1712 0.7199 -2.9283
C -0.2817 2.0322 -2.7061
H -0.6019 2.1761 -1.6693
H -1.0987 2.2975 -3.3851
H 0.5819 2.6652 -2.9068
H -2.4172 0.7420 -2.2450
H -3.7276 -1.2089 -1.5668
H -2.6464 -3.4391 -1.4519
H -0.2607 -3.6615 -1.9839
H 1.6304 -2.7623 -2.7890
H 2.0569 -0.4706 -4.1179
H 3.3123 -1.3331 -3.2141
H 1.7328 -0.7464 -0.7501
C 0.5779 -0.2146 1.4284
H 1.2426 -0.8555 2.0162
H 0.2507 -0.7840 0.5519
C 2.0964 3.3728 1.5111
H 1.9846 4.1772 2.2331
H 3.1472 3.1058 1.4260
H 1.7755 3.7144 0.5302
H 0.6231 2.9704 3.7353
H 0.3659 0.3248 4.1609
H -1.0976 1.2928 4.0395
H -1.2993 0.7820 1.6478
H -1.5224 -2.9076 3.7010
H -0.0092 -1.9222 3.9548

(5)
77
Properties=species:S:1:pos:R:3 method="wB97M-V/def2-TZVPD" s_squared=2.008 homo_lumo_gap_ev="8.8 / 9.6" homo_ev="-8.34 / -9.15" multiplicity=3 lumo_ev="0.4 / 0.4"
C 0.3450 -2.5376 7.6904
C 0.5824 -1.4072 7.4540
N 0.9077 -0.1719 6.9377
N -0.1598 0.6740 6.6518
C -0.6016 1.5434 7.7252
C -1.1671 0.2022 5.7223
C -2.2598 -0.7840 6.0957
O -1.1640 0.6429 4.6157
S 2.0767 -0.2558 5.6972
O 1.8889 0.8376 4.8285
O 3.3602 -0.3144 6.2825
F 1.7735 -1.5958 4.9756
H 0.4062 -3.5545 7.9791
H -1.6102 1.3449 8.0957
H 0.1056 1.5416 8.5493
H -0.6040 2.5730 7.3558
H -2.0341 -1.7751 5.7102
H -2.4895 -0.8062 7.1599
H -3.1577 -0.4573 5.5758
C 0.2368 1.1117 1.5295
C 1.3728 1.9316 0.8661
C 1.5351 3.3129 1.5157
C 0.5173 4.3606 1.0747
C 0.4543 4.4284 -0.4495
C 0.1726 3.0648 -1.0802
N 1.1320 2.0199 -0.6061
O 2.2687 2.2180 -1.1983
C -1.2894 2.6861 -0.7646
C 0.2045 3.1836 -2.6020
C 2.6362 1.1422 1.2097
H -0.6935 1.0951 0.9706
H 0.5168 0.0608 1.6197
H 0.0123 1.4771 2.5308
H 2.5305 3.7026 1.2773
H 1.5087 3.2065 2.6016
H -0.4657 4.1415 1.5012
H 0.8074 5.3370 1.4693
H -0.3183 5.1390 -0.7531
H 1.3999 4.8288 -0.8293
H -1.5189 1.6786 -1.1178
H -1.9692 3.3737 -1.2692
H -1.5391 2.7490 0.2919
H 1.1550 3.5653 -2.9715
H -0.5695 3.8737 -2.9376
H 0.0154 2.2171 -3.0716
H 2.6388 0.1646 0.7245
H 2.6747 0.9849 2.2874
H 3.5477 1.6666 0.9250
C -0.5310 -3.1075 -6.5307
C -0.5795 -3.6861 -5.0927
C -1.9839 -3.5760 -4.4791
C -2.3501 -2.1948 -3.9428
C -1.2553 -1.6816 -3.0105
C 0.1216 -1.6851 -3.6736
N 0.4605 -3.0228 -4.2521
O 0.7747 -3.8206 -3.2802
C 0.1368 -0.5770 -4.7460
C 1.1791 -1.2409 -2.6657
C -0.3081 -5.1779 -5.2923
H -0.1050 -2.1126 -6.6002
H 0.1014 -3.7210 -7.1737
H -1.5248 -3.0741 -6.9804
H -2.0639 -4.2833 -3.6471
H -2.7268 -3.8944 -5.2131
H -2.5238 -1.4987 -4.7683
H -3.2936 -2.2563 -3.3957
H -1.5002 -0.6690 -2.6802
H -1.2370 -2.2987 -2.1062
H 1.0696 -0.5917 -5.3122
H 0.0576 0.4002 -4.2716
H -0.6956 -0.6321 -5.4449
H 1.2029 -1.8703 -1.7771
H 0.9758 -0.2248 -2.3271
H 2.1731 -1.2453 -3.1161
H 0.7038 -5.3528 -5.6597
H -1.0077 -5.5734 -6.0301
H -0.4427 -5.7533 -4.3775

(6)
15
Properties=species:S:1:pos:R:3 method="wB97M-V/def2-TZVPD" homo_lumo_gap_ev="7.1 / 9.1" total_charge=+1 e_above_lowest_kcal_mol=134.03 homo_ev="-13.98 / -14.37" lumo_ev="-6.9 / -5.3"
C 2.0477 1.1491 -0.1793
C 0.1689 -0.2499 0.3067
C -0.1030 -1.6210 -0.3590
C -1.6977 1.2844 0.0482
N -0.5356 0.7366 -0.4210
N 1.5991 0.0260 0.1793
H 3.0880 1.3838 -0.3356
H -0.0814 -0.3032 1.3816
H 0.4882 -2.3849 0.1356
H 0.1538 -1.5700 -1.4136
H -1.1488 -1.8990 -0.2730
H -2.5272 0.5525 0.0180
H -1.6649 1.5691 1.1158
H -1.9859 2.1150 -0.5994
H 2.1989 -0.7884 0.3957

(7)
3
Properties=species:S:1:pos:R:3 method="wB97M-V/def2-TZVPD" homo_lumo_gap_ev=3.7 e_above_lowest_kcal_mol=44.05 homo_ev=-5.29 lumo_ev=-1.6
Cs -0.8958 0.9092 2.5034
O 0.8351 -0.3752 -1.5388
H 0.0607 -0.5340 -0.9646

(8)
10
Properties=species:S:1:pos:R:3 method="wB97M-V/def2-TZVPD" homo_lumo_gap_ev=10.6 e_above_lowest_kcal_mol=44.16 homo_ev=-10.41 lumo_ev=0.2
N -0.5543 1.3851 -0.4655
C -0.5210 0.2153 -0.0244
O 0.5150 -0.7214 -0.0447
C 1.8014 -0.3071 0.0449
O 2.1671 0.8308 0.1232
C -1.8024 -0.4912 0.3466
O -2.1801 -1.2578 -0.5006
H 0.3462 1.7127 -0.8072
H 2.4534 -1.1910 0.0564
H -2.4153 -0.2978 1.2530

(9)
22
Properties=species:S:1:pos:R:3 method="wB97M-V/def2-TZVPD" homo_lumo_gap_ev=10.9 e_above_lowest_kcal_mol=46.55 homo_ev=-10.69 lumo_ev=0.3
N 1.2920 3.4206 1.9613
H 1.1541 2.6086 2.5870
H 0.5806 4.0887 2.3040
H 0.7578 3.1887 1.2072
H -0.8090 1.0983 0.0532
H -0.6984 2.4694 0.7783
O -0.9945 2.1061 -0.0416
H -3.3004 -2.2286 -1.9759
H -3.1861 -2.6533 -0.5077
O -3.2697 -1.8881 -1.0598
H 1.3952 0.3328 1.0384
H 0.3795 -0.9054 1.3030
O 0.4324 0.0285 1.2329
H 2.8779 -1.1359 -1.8391
H 3.5083 0.2202 -1.4573
O 3.1782 -0.6351 -1.1210
H -1.1904 -3.1937 0.0534
H -0.8703 -3.4859 1.5640
O -0.7847 -2.7849 0.8429
H -0.5719 0.1687 -2.7973
H 0.3619 -0.2336 -1.7579
O -0.2426 -0.5862 -2.3679

(10)
107
Properties=species:S:1:pos:R:3 method="wB97M-V/def2-TZVPD" homo_lumo_gap_ev="6.8 / 6.8" e_above_lowest_kcal_mol=23.25 homo_ev="-7.60 / -7.60" lumo_ev="-0.8 / -0.8"
Os 0.1669 -0.1383 0.0840
O -0.9579 -1.3270 -0.9403
C -1.5148 -1.3549 -2.1491
C -1.7096 -2.5846 -2.7783
C -2.2913 -2.6371 -4.0293
C -2.7174 -1.4704 -4.6820
C -2.5616 -0.2694 -4.0379
C -1.9634 -0.2057 -2.7711
C -1.8947 1.0485 -2.0741
N -1.4027 1.2253 -0.9067
C -1.5510 2.5325 -0.3105
C -0.1788 2.9825 0.0356
N 0.3596 1.9443 0.8860
C 0.4967 2.1659 2.1358
C 1.0578 1.2259 3.0755
C 1.0896 1.5201 4.4453
C 1.6683 0.6471 5.3353
C 2.2468 -0.5296 4.8409
C 2.2313 -0.8204 3.4917
C 1.6241 0.0565 2.5998
O 1.6634 -0.2037 1.2795
H -1.3840 -3.4788 -2.2581
H -2.4239 -3.5997 -4.5098
H -3.1666 -1.5192 -5.6654
H -2.9048 0.6531 -4.5000
H -2.3569 1.9003 -2.5742
H -2.1337 2.4238 0.6083
H -2.0561 3.2483 -0.9604
H -0.1905 3.9640 0.5107
H 0.4309 3.0330 -0.8662
H 0.2167 3.1461 2.5269
H 0.6467 2.4498 4.7927
H 1.6804 0.8644 6.3954
H 2.7212 -1.2223 5.5267
H 2.6740 -1.7240 3.0901
C 3.6753 -3.8126 -1.1505
C 3.0549 -2.8245 -2.1206
C 3.6592 -2.9982 -3.5085
C 1.5435 -3.0174 -2.1547
O 3.4019 -1.5204 -1.6265
Si 2.9020 0.0185 -1.8869
O 1.3901 0.2926 -1.3856
O 2.9970 0.4378 -3.4696
C 2.0703 0.8344 -4.4878
C 2.8997 1.0774 -5.7331
C 1.3574 2.1187 -4.0704
C 1.0534 -0.2696 -4.7439
O 4.0297 0.8670 -1.0465
C 4.4428 2.2353 -1.0012
C 5.1990 2.5980 -2.2733
C 3.2309 3.1388 -0.8258
C 5.3559 2.3478 0.2043
H 3.5022 -4.8413 -1.4828
H 3.2366 -3.6815 -0.1562
H 4.7524 -3.6367 -1.0810
H 3.3688 -3.9623 -3.9388
H 4.7513 -2.9503 -3.4522
H 3.3215 -2.1978 -4.1712
H 1.3005 -4.0453 -2.4425
H 1.0777 -2.3405 -2.8771
H 1.1115 -2.8260 -1.1694
H 3.6320 1.8701 -5.5526
H 2.2594 1.3718 -6.5731
H 3.4389 0.1655 -6.0023
H 2.0842 2.9198 -3.8988
H 0.7956 1.9437 -3.1478
H 0.6642 2.4403 -4.8561
H 1.5479 -1.1781 -5.0987
H 0.3258 0.0465 -5.4986
H 0.5131 -0.4991 -3.8235
H 4.5868 2.3834 -3.1530
H 6.1142 2.0028 -2.3477
H 5.4657 3.6598 -2.2718
H 2.5963 3.0985 -1.7202
H 3.5375 4.1759 -0.6598
H 2.6464 2.7929 0.0287
H 6.2070 1.6716 0.0892
H 4.8115 2.0651 1.1109
H 5.7272 3.3722 0.3154
C -5.6803 2.0387 -1.8758
C -5.4487 0.6436 -1.3435
C -4.9341 0.4358 -0.0693
C -4.7709 -0.8458 0.4438
C -5.1319 -1.9313 -0.3419
C -5.6212 -1.7500 -1.6369
C -5.7746 -0.4677 -2.1244
S -5.1273 -3.5848 0.2585
O -4.5707 -4.4035 -0.7815
O -6.4219 -3.8930 0.7957
N -4.1209 -3.4956 1.5356
C -2.6698 -3.4955 1.2342
C -1.8249 -2.8567 2.3576
C -0.8166 -1.9934 1.6803
O 0.1977 -2.4553 1.1389
O -1.0951 -0.7180 1.5960
H -5.3910 2.7972 -1.1459
H -6.7341 2.1884 -2.1163
H -5.1159 2.2130 -2.7967
H -4.6709 1.2891 0.5490
H -4.3771 -0.9961 1.4420
H -5.8798 -2.6121 -2.2428
H -6.1639 -0.3213 -3.1278
H -4.4335 -4.1580 2.2383
H -2.5314 -2.9282 0.3125
H -2.3158 -4.5032 1.0314
H -1.3085 -3.6261 2.9280
H -2.4475 -2.2592 3.0203

(11)
52
Properties=species:S:1:pos:R:3 method="wB97M-V/def2-TZVPD" s_squared=0.761 homo_lumo_gap_ev="4.8 / 5.8" total_charge=-1 homo_ev="-2.41 / -3.26" multiplicity=2 lumo_ev="2.4 / 2.5"
Ru 0.1532 0.1436 -0.7939
O 1.2061 -3.7824 -1.2070
C 1.1656 -2.5451 -1.0727
N -0.0014 -1.7993 -0.9046
C -1.2637 -2.2949 -0.9652
C -1.6447 -3.6388 -1.0618
C -2.9731 -3.9780 -1.1782
C -3.9640 -2.9918 -1.1808
C -3.6318 -1.6606 -1.0607
C -2.2897 -1.2743 -0.9600
N -1.8007 -0.0085 -0.8918
C -2.5552 1.1508 -1.0570
O -3.7949 1.1892 -1.1568
C -1.7051 2.3110 -1.1206
C -2.2334 3.6130 -1.1091
C -1.4022 4.6959 -1.1588
C -0.0027 4.4644 -1.2312
C 0.4595 3.1742 -1.2242
N -0.3298 2.0933 -1.1728
C 2.3255 -1.6955 -1.0912
C 3.6234 -2.2366 -1.1348
C 4.7153 -1.4177 -1.1668
C 4.4996 -0.0133 -1.1555
C 3.2153 0.4620 -1.0820
N 2.1255 -0.3153 -1.0585
H -0.8685 -4.3893 -1.0606
H -3.2520 -5.0187 -1.2730
H -5.0014 -3.2763 -1.2900
H -4.3888 -0.8914 -1.0536
H -3.3087 3.7055 -1.0500
H -1.7868 5.7049 -1.1364
H 0.6918 5.2893 -1.2783
H 1.5274 2.9750 -1.2746
H 3.7014 -3.3146 -1.1356
H 5.7207 -1.8151 -1.1792
H 5.3323 0.6728 -1.1872
H 3.0312 1.5327 -1.0514
C -0.5826 1.4120 3.1292
C 0.3325 0.3552 2.4652
C 1.6102 0.2432 3.3286
C -0.3804 -1.0002 2.4141
C 0.7062 0.7903 1.0898
H -0.7132 1.1923 4.1892
H -1.5540 1.4227 2.6426
H -0.1417 2.4023 3.0293
H 1.3496 0.0386 4.3664
H 2.1736 1.1740 3.2924
H 2.2473 -0.5567 2.9605
H -0.6278 -1.3668 3.4110
H 0.2678 -1.7268 1.9244
H -1.3005 -0.8979 1.8386
H 1.3203 1.6992 1.0854

It is found that the total energy values, taken in the order of the records, are -10337.342 -28496.372 -160307.018 -28672.660 -54290.681 -7262.330 -2608.265 -10790.786 -14017.818 -86397.549 -36846.499 eV.
It is found that the maximum force values, taken in the order of the records, are 3.21 3.36 2.16 1.25 2.88 2.68 1.16 0.96 3.82 3.79 4.05 eV/A.